(1)
Density functional theory data (the ωB97M-V functional and the def2-TZVPD basis) for a molecular structure, C12H14F3InN7O2S in a non-equilibrium geometry.

```
! wB97M-V def2-TZVPD RIJCOSX def2/J DEFGRID3
* xyz 3 1
In 0.0205 0.2280 -0.3445
N -0.2623 -0.4218 2.1900
N -0.8729 -1.6797 2.3399
C -1.1855 -2.4204 1.2681
N -1.7981 -3.5718 1.3692
N -0.7944 -1.8126 0.1240
N -1.0881 -2.1896 -1.1299
O -0.6696 -1.3445 -1.9709
O -1.6876 -3.1889 -1.4269
H 0.6340 -0.4276 2.6704
H -0.8391 0.2813 2.6467
H -1.0936 -2.0191 3.2675
H -2.0617 -3.9679 2.2631
H -2.0263 -4.1078 0.5446
S -1.4306 2.0869 -1.1606
C -2.2233 1.2935 -2.5339
N -1.6337 1.3827 -3.7498
C -2.1418 0.8165 -4.8538
C -3.3264 0.1129 -4.7802
C -4.0056 0.0704 -3.5707
C -3.4486 0.6663 -2.4379
H -0.7953 1.9482 -3.8281
H -1.5992 0.9517 -5.7795
H -3.7193 -0.3701 -5.6637
H -4.9688 -0.4193 -3.5028
H -3.9697 0.6598 -1.4908
F 6.9033 -1.1447 -1.5771
C 6.2865 -0.0670 -2.0586
F 6.8552 1.0261 -1.5514
F 6.3954 -0.0482 -3.3833
C 4.8198 -0.0988 -1.6397
C 3.8028 -0.1663 -2.5814
C 2.4955 -0.1483 -2.1389
N 2.1995 -0.0748 -0.8322
C 3.1796 -0.0350 0.0845
C 4.5086 -0.0508 -0.2863
H 4.0220 -0.2287 -3.6383
H 1.6708 -0.2231 -2.8359
H 2.8966 0.0097 1.1271
H 5.2846 -0.0160 0.4671
*
```

Results
- Electronic energy: -51329.54339 eV
- LUMO level: -11.0 eV
- HOMO level: -19.245 eV
- HOMO-LUMO gap: 8.2 eV
- ΔE to the lowest compared entry with this formula, charge and spin: 0.00 kJ/mol

=====

(2)
Density functional theory data (the ωB97M-V functional and the def2-TZVPD basis) for a molecular structure, C12H14F5MgO4 in a non-equilibrium geometry.

```
! wB97M-V def2-TZVPD RIJCOSX def2/J DEFGRID3
* xyz 1 1
Mg 0.2145 0.2512 -0.4573
C -1.8426 0.7579 -2.8458
O -1.4368 1.0244 -1.4871
C -2.5341 0.7917 -0.5622
C -2.1417 1.4414 0.7450
O -0.8792 0.8999 1.2290
C -0.0034 1.8989 1.7738
C 0.4995 2.7686 0.6114
O 1.2990 1.8658 -0.2211
C 2.1623 2.5613 -1.1467
H -2.8176 1.1898 -3.0367
H -1.8008 -0.3317 -3.0354
H -1.0285 1.2230 -3.4817
H -2.7086 -0.3294 -0.3851
H -3.4935 1.2401 -1.0129
H -2.9250 1.2382 1.5646
H -2.1310 2.5742 0.5983
H 0.8557 1.2880 2.1800
H -0.4711 2.4836 2.5420
H 1.1987 3.5176 0.8931
H -0.3118 3.2297 0.0092
H 2.6223 3.4478 -0.6838
H 1.6261 2.8352 -2.0228
H 2.9353 1.8506 -1.4166
F 2.4298 -5.0143 2.4875
C 1.7574 -4.2148 1.6399
C 0.8057 -4.6807 0.7724
F 0.7435 -5.9963 0.4499
C 0.0589 -3.7686 0.0560
F -0.9800 -4.2097 -0.6201
C 0.3531 -2.4118 -0.0820
O -0.2562 -1.5376 -0.8794
C 1.3378 -1.9815 0.8938
F 1.6941 -0.5842 0.8779
C 2.0659 -2.8143 1.6428
F 3.1025 -2.5040 2.4101
*
```

Results
- Electronic energy: -39886.72657 eV
- LUMO level: -2.9 eV
- HOMO level: -11.054 eV
- HOMO-LUMO gap: 8.2 eV
- ΔE to the lowest compared entry with this formula, charge and spin: 19.15 kJ/mol

=====

Number 1: molecular weight 492.17 g/mol. Number 2: molecular weight 341.54 g/mol.